1.
{"formula": "C5H5ClN2", "method": "ωB97M-V/def2-TZVPD", "species": ["C", "C", "C", "C", "C", "H", "H", "H", "H", "H", "N", "N", "Cl"], "positions_angstrom": [[0.233, 0.664, 0.304], [-0.137, 0.228, 1.509], [-0.570, -1.474, 0.039], [0.144, -0.482, -0.647], [0.653, -0.266, -1.918], [0.125, 0.787, 2.445], [0.240, -2.170, 2.418], [-0.507, -2.881, -1.313], [0.557, -0.935, -2.717], [1.117, 0.849, -2.007], [-1.024, -1.033, 1.332], [-0.739, -2.714, -0.359], [0.522, 2.268, -0.079]], "spin_multiplicity": 1, "lumo_ev": -1.99, "energy_ev": -20761.550, "de_lowest_ev": 6.5273, "homo_energy_ev": -8.47}

***

2.
{"formula": "C4H8N3S", "method": "ωB97M-V/def2-TZVPD", "species": ["C", "C", "C", "C", "N", "N", "N", "S", "H", "H", "H", "H", "H", "H", "H", "H"], "positions_angstrom": [[-0.855, -1.111, -1.295], [-1.769, -0.229, 0.781], [-0.378, 0.913, 2.271], [1.448, -0.136, -1.914], [0.454, 0.061, 0.108], [-0.611, 0.304, 0.971], [0.230, -0.449, -1.187], [-3.224, -0.734, 1.067], [-1.128, -1.675, -2.108], [0.401, 0.326, 2.670], [0.072, 1.800, 2.102], [-1.387, 0.742, 2.721], [1.249, -0.420, -3.008], [2.369, -0.799, -1.530], [1.816, 0.846, -1.902], [1.314, 0.560, 0.254]], "spin_multiplicity": 1, "lumo_ev": [-4.54, -4.54], "energy_ev": -19569.950, "de_lowest_ev": 7.3046, "homo_energy_ev": [-13.01, -13.01], "charge": 1}

***

3.
{"formula": "C6H7N5", "method": "ωB97M-V/def2-TZVPD", "species": ["C", "C", "C", "C", "C", "C", "H", "H", "H", "H", "H", "H", "H", "N", "N", "N", "N", "N"], "positions_angstrom": [[2.128, 0.823, 0.230], [1.475, -1.648, -0.050], [-0.564, -1.509, -0.125], [-2.743, -0.858, 0.165], [-1.105, 0.743, -0.057], [-0.181, -0.212, -0.133], [2.754, 0.469, 1.061], [1.612, 1.745, 0.582], [2.818, 1.167, -0.576], [2.556, -2.009, 0.205], [-3.812, -1.262, 0.319], [-1.658, 2.613, -0.459], [0.052, 2.029, -0.820], [1.231, -0.271, -0.077], [0.476, -2.431, -0.169], [-1.867, -1.839, -0.093], [-2.346, 0.423, 0.225], [-0.824, 2.028, -0.228]], "spin_multiplicity": 1, "lumo_ev": 0.57, "energy_ev": -13785.365, "de_lowest_ev": 1.2877, "homo_energy_ev": -8.65}

***

4.
{"formula": "C4H13NOS", "method": "ωB97M-V/def2-TZVPD", "species": ["C", "N", "C", "C", "C", "S", "H", "H", "H", "H", "H", "H", "H", "H", "H", "H", "H", "O", "H", "H"], "positions_angstrom": [[-0.345, 2.265, 1.850], [0.437, 1.217, 1.104], [0.760, 1.639, -0.247], [0.307, 0.756, -1.369], [0.260, -0.785, -1.074], [2.080, -1.268, -0.696], [-0.860, 2.808, 1.043], [0.280, 2.885, 2.484], [-1.183, 1.810, 2.388], [1.145, 0.709, 1.611], [1.889, 1.598, -0.290], [0.538, 2.704, -0.325], [0.963, 1.015, -2.281], [-0.798, 0.908, -1.456], [-0.012, -1.201, -2.129], [-0.359, -1.108, -0.253], [2.160, -2.593, -0.371], [-4.693, -2.068, 0.801], [-4.526, -2.690, 1.397], [-3.919, -1.784, 0.227]], "spin_multiplicity": 1, "lumo_ev": 0.56, "energy_ev": -18729.810, "de_lowest_ev": 2.2008, "homo_energy_ev": -8.48, "smiles": "CNCCCS.O"}

***

5.
{"formula": "C22H10Cl5CrN3SbSe4", "method": "ωB97M-V/def2-TZVPD", "species": ["Cr", "N", "C", "C", "C", "C", "C", "C", "C", "C", "C", "C", "C", "C", "N", "C", "C", "C", "C", "N", "H", "H", "H", "H", "H", "H", "H", "H", "H", "H", "Cl", "C", "C", "C", "Cl", "C", "Cl", "C", "Cl", "C", "Cl", "Se", "Sb", "Se", "Se", "Se"], "positions_angstrom": [[0.291, -1.429, 0.090], [-2.375, 7.759, 1.201], [-2.034, 6.699, 0.916], [-1.644, 5.366, 0.567], [-2.148, 4.782, -0.596], [-1.831, 3.473, -0.901], [-1.002, 2.734, -0.059], [-0.474, 3.330, 1.082], [-0.796, 4.638, 1.399], [-0.713, 1.316, -0.374], [0.568, 1.009, -0.836], [1.692, 1.863, -0.928], [2.676, 1.149, -1.576], [2.139, -0.117, -1.845], [0.882, -0.244, -1.403], [-1.766, 0.379, -0.261], [-3.144, 0.598, -0.078], [-3.734, -0.655, 0.001], [-2.704, -1.593, -0.090], [-1.515, -0.996, -0.245], [-2.789, 5.359, -1.249], [-2.220, 3.019, -1.803], [0.187, 2.769, 1.733], [-0.394, 5.093, 2.294], [1.745, 2.870, -0.548], [3.686, 1.462, -1.783], [2.634, -0.973, -2.272], [-3.622, 1.562, -0.031], [-4.781, -0.881, 0.126], [-2.765, -2.670, -0.046], [-0.462, -2.757, 1.895], [0.035, -3.963, 0.733], [0.665, -3.359, -0.351], [1.139, -4.239, -1.318], [2.025, -3.608, -2.666], [0.923, -5.613, -1.218], [1.483, -6.667, -2.463], [0.244, -6.152, -0.123], [-0.055, -7.844, -0.026], [-0.203, -5.310, 0.893], [-1.026, -5.916, 2.278], [4.187, 1.812, 2.757], [4.097, -0.483, 1.965], [4.955, -1.924, 3.728], [5.969, -0.547, 0.387], [1.976, -1.099, 1.045]], "spin_multiplicity": 5, "lumo_ev": [0.61, 0.45], "energy_ev": -386402.694, "de_lowest_ev": 3.8782, "homo_energy_ev": [-4.60, -4.55], "charge": -1}

***

6.
{"formula": "C18H19N3O3S", "method": "ωB97M-V/def2-TZVPD", "species": ["C", "C", "O", "C", "C", "C", "C", "N", "C", "O", "N", "C", "C", "C", "C", "C", "C", "N", "C", "C", "O", "C", "S", "C", "C", "H", "H", "H", "H", "H", "H", "H", "H", "H", "H", "H", "H", "H", "H", "H", "H", "H", "H", "H"], "positions_angstrom": [[5.990, -0.589, 0.111], [4.721, -0.742, 0.934], [3.726, -1.290, 0.089], [2.493, -1.539, 0.596], [1.565, -2.088, -0.292], [0.281, -2.380, 0.111], [-0.124, -2.108, 1.417], [-1.418, -2.373, 1.886], [-2.593, -2.585, 1.212], [-3.487, -3.239, 1.710], [-2.742, -2.043, -0.045], [-2.173, -0.912, -0.631], [-2.184, -0.811, -2.022], [-1.662, 0.308, -2.632], [-1.110, 1.332, -1.879], [-1.076, 1.243, -0.482], [-1.634, 0.122, 0.126], [-0.455, 2.224, 0.300], [0.092, 1.845, 1.588], [-0.299, 3.526, -0.080], [0.320, 4.328, 0.587], [-0.971, 3.914, -1.376], [-0.474, 2.766, -2.687], [0.806, -1.587, 2.308], [2.102, -1.303, 1.910], [6.307, -1.557, -0.265], [5.806, 0.068, -0.735], [6.780, -0.167, 0.726], [4.901, -1.411, 1.787], [4.394, 0.235, 1.315], [1.883, -2.291, -1.302], [-0.401, -2.837, -0.586], [-1.473, -2.679, 2.849], [-3.533, -2.436, -0.538], [-2.609, -1.606, -2.616], [-1.669, 0.402, -3.707], [-1.669, 0.060, 1.200], [0.596, 0.883, 1.510], [0.803, 2.617, 1.879], [-0.691, 1.793, 2.348], [-0.655, 4.915, -1.662], [-2.059, 3.878, -1.281], [0.515, -1.398, 3.331], [2.790, -0.899, 2.635]], "spin_multiplicity": 1, "lumo_ev": 0.61, "energy_ev": -40423.813, "de_lowest_ev": 1.0760, "homo_energy_ev": -8.10, "smiles": "CCOc1ccc(NC(=O)Nc2ccc3c(c2)N(C)C(=O)CS3)cc1"}

***

7.
{"formula": "C3H7N3O", "method": "ωB97M-V/def2-TZVPD", "species": ["C", "C", "N", "C", "N", "O", "N", "H", "H", "H", "H", "H", "H", "H"], "positions_angstrom": [[-1.473, 1.172, 0.231], [-1.863, -0.678, -0.366], [-0.794, -0.004, 0.226], [0.577, -0.203, 0.042], [2.751, 0.457, 0.189], [0.916, -1.424, -0.440], [1.397, 0.690, 0.405], [0.103, -1.848, -0.768], [3.276, 0.950, 0.896], [3.007, -0.525, 0.165], [-2.236, 1.317, 0.979], [-1.127, 2.007, -0.373], [-2.181, -0.435, -1.369], [-2.351, -1.478, 0.183]], "spin_multiplicity": 1, "lumo_ev": [0.32, 0.32], "energy_ev": -9738.267, "de_lowest_ev": 4.7659, "homo_energy_ev": [-7.93, -7.93]}

***

8.
{"formula": "C7H4Br2CoF15O15S5", "method": "ωB97M-V/def2-TZVPD", "species": ["Co", "C", "F", "F", "F", "S", "O", "O", "O", "C", "F", "F", "F", "S", "O", "O", "O", "C", "F", "F", "F", "S", "O", "O", "O", "C", "F", "F", "F", "S", "O", "O", "O", "C", "F", "F", "F", "S", "O", "O", "O", "Br", "C", "C", "Br", "H", "H", "H", "H"], "positions_angstrom": [[0.213, 0.521, 0.003], [0.427, 4.847, 1.177], [1.553, 4.519, 0.524], [0.706, 4.656, 2.477], [0.220, 6.141, 0.971], [-1.071, 3.762, 0.560], [-0.541, 2.406, 0.471], [-2.053, 3.909, 1.617], [-1.514, 4.374, -0.683], [-0.420, -0.727, 4.313], [-1.149, -1.153, 5.336], [0.411, 0.254, 4.701], [0.398, -1.740, 3.954], [-1.537, -0.128, 2.920], [-0.624, -0.005, 1.764], [-2.500, -1.208, 2.757], [-2.070, 1.083, 3.497], [-3.196, -0.747, -2.819], [-2.537, -1.886, -2.642], [-2.620, -0.093, -3.828], [-4.476, -1.015, -3.108], [-3.081, 0.332, -1.241], [-3.964, -0.307, -0.274], [-1.663, 0.257, -0.833], [-3.479, 1.661, -1.706], [1.641, 1.219, -4.240], [1.510, 1.925, -5.366], [1.034, 0.065, -4.432], [2.944, 1.033, -4.020], [0.768, 2.162, -2.810], [0.862, 1.219, -1.683], [1.569, 3.364, -2.635], [-0.572, 2.336, -3.340], [0.348, -4.042, -1.460], [-0.114, -5.283, -1.339], [1.699, -4.043, -1.584], [-0.122, -3.473, -2.564], [-0.205, -2.936, 0.020], [-1.662, -3.013, 0.038], [0.467, -3.591, 1.147], [0.328, -1.621, -0.355], [3.824, -3.946, 2.156], [2.848, -2.296, 2.477], [3.104, -1.456, 1.226], [2.383, 0.349, 1.337], [3.296, -1.847, 3.361], [1.779, -2.422, 2.641], [2.653, -2.000, 0.399], [4.185, -1.418, 1.114]], "spin_multiplicity": 4, "lumo_ev": [5.24, 5.24], "energy_ev": -310690.137, "de_lowest_ev": 1.5269, "homo_energy_ev": [-1.46, -1.43], "charge": -3}